# C6H8N2

A single C6H8N2 molecule in a non-equilibrium geometry (ωB97M-V/def2-TZVPD, the OMol25 dataset).

```
! wB97M-V def2-TZVPD RIJCOSX def2/J DEFGRID3
* xyz 0 1
C -3.04 0.53 0.52
C -1.90 -0.48 0.29
C -3.12 -0.19 -0.57
C -0.58 -0.18 -0.22
C 2.79 -0.43 0.41
C 2.36 0.77 -0.32
N 0.47 -0.70 0.29
N 1.65 -0.50 -0.46
H -3.31 1.28 1.27
H -2.01 -1.30 0.84
H -3.71 -0.50 -1.34
H -0.37 0.54 -1.05
H 3.61 -0.91 0.15
H 2.65 -0.40 1.42
H 1.74 1.51 0.08
H 2.78 0.95 -1.31
*
```


# C3H9N2O

A 2-piece molecular cluster, C3H9N2O overall (ωB97M-V/def2-TZVPD, the OMol25 dataset).

```
! wB97M-V def2-TZVPD RIJCOSX def2/J DEFGRID3
* xyz 1 1
N 0.54 1.02 2.12
C 1.55 0.69 1.34
N 1.45 0.05 0.22
H -0.41 0.74 1.94
H 0.73 1.40 3.03
H 2.54 0.96 1.69
H 2.26 -0.23 -0.30
H 0.56 -0.24 -0.18
O -0.90 -0.61 -3.20
C -0.94 -0.20 -2.08
C -1.60 -0.92 -0.93
H -0.46 0.76 -1.76
H -1.97 -0.26 -0.14
H -0.92 -1.65 -0.47
H -2.43 -1.52 -1.29
*
```


# C7H8BO11SSn

C7H8BO11SSn as an isolated structure in a non-equilibrium geometry (ωB97M-V/def2-TZVPD, the OMol25 dataset).

```
! wB97M-V def2-TZVPD RIJCOSX def2/J DEFGRID3
* xyz 1 1
Sn -1.42 3.04 0.41
O 6.21 0.66 5.03
C 5.15 0.52 4.44
O 4.87 1.08 3.31
B 3.48 0.71 2.98
O 3.11 -0.34 3.94
C 4.04 -0.49 4.89
O 4.01 -1.17 5.88
O 3.32 0.21 1.59
C 2.55 1.06 0.84
O 2.30 1.05 -0.34
C 2.05 2.13 1.81
O 2.52 1.86 3.06
O 1.34 3.08 1.54
O -0.66 -0.87 -3.22
S -1.36 -0.51 -1.99
O -0.94 0.46 -1.04
O -2.91 -0.05 -2.42
C -3.69 -0.94 -3.26
C -4.63 -0.13 -4.07
C -1.80 -1.95 -1.06
H -4.13 -1.73 -2.66
H -3.02 -1.35 -4.02
H -4.90 -0.66 -4.99
H -4.20 0.85 -4.32
H -5.54 -0.05 -3.48
H -1.04 -2.19 -0.31
H -1.91 -2.64 -1.89
H -2.77 -1.66 -0.66
*
```


# C19H32N2O3

A single C19H32N2O3 molecule in a non-equilibrium geometry (ωB97M-V/def2-TZVPD, the OMol25 dataset).

```
! wB97M-V def2-TZVPD RIJCOSX def2/J DEFGRID3
* xyz 0 1
C 1.95 3.67 3.88
C 1.98 2.95 5.16
C 2.24 1.36 5.20
H 3.30 1.31 4.76
H 2.57 1.20 6.21
C 1.26 0.77 4.59
N 1.36 0.86 3.17
C 0.56 0.98 2.31
O -0.55 1.40 2.65
O 0.93 0.97 0.96
C -0.09 1.22 0.14
C 0.85 1.50 -1.16
H 0.27 2.17 -2.09
H 1.54 2.20 -1.05
C 1.43 0.26 -1.97
C 1.43 0.70 -3.40
C 0.09 0.58 -4.09
N -0.57 -0.46 -3.11
C -1.58 -1.44 -3.67
O -2.21 -0.90 -4.61
C -1.88 -2.57 -2.88
C -2.51 -2.32 -1.29
H -3.08 -1.53 -1.28
H -3.15 -3.15 -1.09
C -1.09 -2.58 -0.37
C -0.36 -3.62 -0.60
H 0.33 -3.47 -1.56
H -1.00 -4.62 -0.45
H 0.31 -3.47 0.35
C -1.89 -2.29 0.92
H -2.68 -1.77 1.10
H -2.07 -3.38 1.20
H -1.14 -2.11 1.71
C -0.27 -0.96 -0.66
C -1.03 0.32 -0.25
H -1.77 0.00 0.74
H -1.60 0.47 -1.07
C 0.09 -0.74 -1.95
H 0.87 -1.79 -2.17
H 0.38 -1.16 0.26
H -1.29 -3.16 -3.11
H -3.02 -2.80 -3.30
H 0.05 0.18 -4.96
H -0.43 1.52 -3.95
H 1.99 1.52 -3.54
H 2.13 -0.20 -4.07
H 2.22 0.08 -1.59
H -0.51 2.34 0.13
H 2.34 0.23 2.78
H 0.22 1.08 4.92
H 1.31 -0.44 4.95
H 2.80 3.42 5.92
H 1.05 3.01 5.63
H 1.90 4.81 3.91
H 1.09 3.37 3.20
H 2.72 3.43 3.41
*
```


Relative energy (zero: lowest compared OMol25 entry of this formula, charge and spin) for the records above, in order: 561.8 138.2 119.7 2057.6 kJ/mol
Orbital gap for the records above, in order: 9.8 9.5 1.8 8.4 eV